# 1
This record from OMol25 describes an isolated molecule of H3PS in a non-equilibrium geometry. The level of theory is ωB97M-V/def2-TZVPD.

Calculated values
* molar mass: 66.065 g/mol
* gap between HOMO and LUMO: 9.79 eV
* E_LUMO: 0.62 eV
* energy above the lowest of the compared OMol25 structures with the same formula, charge and spin: 90.88 kJ/mol
* SMILES string: [PH3]=S

Element x y z (Å)
P -0.690380 0.066538 0.024064
S -2.577593 -0.019386 -0.017733
H 0.120493 0.498552 1.024867
H 0.250674 -1.212249 -0.267651
H -0.333103 0.632132 -1.109738

Force components x, y, z for each atom (eV/Å):
1.54 -3.85 -0.82
-1.31 -0.23 0.76
0.27 0.84 0.93
-1.78 1.66 0.68
1.28 1.57 -1.56

***

# 2
This record from OMol25 describes a cluster of 2 separate species, H3PS4 in total in a non-equilibrium geometry. The level of theory is ωB97M-V/def2-TZVPD.

Calculated values
* molar mass: 162.266 g/mol
* gap between HOMO and LUMO (alpha / beta): 6.43 / 5.02 eV
* expectation value of S²: 2.023
* E_LUMO (alpha / beta): -0.55 / -4.45 eV
* spin multiplicity: 3
* energy above the lowest of the compared OMol25 structures with the same formula, charge and spin: 108.16 kJ/mol

Element x y z (Å)
P 1.579694 -1.456022 -0.587848
S 3.279072 -0.819850 0.079179
S 0.442744 1.850302 0.990312
S 1.473462 -1.221494 -2.728512
S 0.014806 -2.374748 0.099795
H 1.812006 1.473559 0.747637
H 0.070068 -1.345420 -2.536514
H 0.854159 3.144289 1.031829

Atoms 1-6, force components in eV/Å:
-0.04 1.56 -2.87
0.72 -0.26 0.90
2.32 0.05 -0.37
-1.66 -0.70 1.59
-0.49 -0.93 0.93
-1.99 0.32 0.35

***

# 3
This record from OMol25 describes a cluster of 2 separate species, H3S3 in total. The level of theory is ωB97M-V/def2-TZVPD.

Calculated values
* molar mass: 99.225 g/mol
* gap between HOMO and LUMO: 6.62 eV
* E_LUMO: 3.33 eV
* energy above the lowest of the compared OMol25 structures with the same formula, charge and spin: 17.92 kJ/mol
* charge: -1

Element x y z (Å)
S -1.499918 -1.629102 0.632346
H -0.201742 -1.931156 0.451673
S 1.214957 0.908124 -1.404033
S -1.203989 0.396918 1.000330
H 2.014803 1.614862 -0.588300
H -0.324112 0.640352 -0.092018

Force components x, y, z for each atom (eV/Å):
0.15 0.13 -0.10
-0.04 -0.07 0.06
-0.03 -0.05 -0.10
-0.22 -0.09 0.21
-0.07 -0.04 0.05
0.22 0.11 -0.13

***

# 4
This record from OMol25 describes a cluster of 2 separate species, H3S3 in total. The level of theory is ωB97M-V/def2-TZVPD.

Calculated values
* molar mass: 99.225 g/mol
* gap between HOMO and LUMO: 6.53 eV
* E_LUMO: 3.57 eV
* energy above the lowest of the compared OMol25 structures with the same formula, charge and spin: 12.62 kJ/mol
* charge: -1

Element x y z (Å)
S -0.296817 0.078017 1.800962
H -0.521648 1.246751 2.472996
S 1.323972 -0.707841 -1.819799
S -1.192589 0.572374 0.009732
H 2.348995 -0.285333 -1.040704
H 0.273684 -0.043551 -0.937101

Force components x, y, z for each atom (eV/Å):
-0.11 0.48 0.57
0.20 -0.49 -0.20
0.13 0.36 0.56
-0.17 0.07 -0.16
-0.27 -0.13 -0.25
0.21 -0.29 -0.52

***

# 5
This record from OMol25 describes a cluster of 2 separate species, H3S3 in total in a non-equilibrium geometry. The level of theory is ωB97M-V/def2-TZVPD.

Calculated values
* molar mass: 99.225 g/mol
* gap between HOMO and LUMO (alpha / beta): 9.40 / 7.10 eV
* expectation value of S²: 0.755
* E_LUMO (alpha / beta): 0.31 / -2.37 eV
* spin multiplicity: 2
* energy above the lowest of the compared OMol25 structures with the same formula, charge and spin: 20.37 kJ/mol

Element x y z (Å)
S 0.910081 -1.516833 1.397099
S 1.231546 0.233993 0.512553
H 1.230721 -2.355514 0.407050
H -0.457391 1.034676 0.056137
S -1.697003 1.345777 -0.564080
H -1.217953 1.257901 -1.808758

Force components x, y, z for each atom (eV/Å):
-0.05 0.56 0.04
0.73 -0.67 0.39
0.07 -0.15 -0.23
-1.43 0.40 -0.71
0.54 -0.09 0.52
0.14 -0.05 -0.01

***

# 6
This record from OMol25 describes a cluster of 21 separate species, H40IO20 in total in a non-equilibrium geometry. The level of theory is ωB97M-V/def2-TZVPD.

Calculated values
* molar mass: 487.204 g/mol
* gap between HOMO and LUMO: 8.53 eV
* E_LUMO: 1.98 eV
* energy above the lowest of the compared OMol25 structures with the same formula, charge and spin: 67.38 kJ/mol
* charge: -1

Element x y z (Å)
I 1.478524 -0.218765 -0.341395
O -2.950041 -4.567510 -3.507228
H -3.463708 -4.663702 -2.726249
H -3.112208 -3.635718 -3.824605
O -1.803740 -2.181048 -0.613146
H -1.981907 -2.912678 -0.045348
H -2.019506 -1.361878 -0.130827
O 2.601229 2.566968 1.439549
H 3.437381 2.562263 1.915498
H 2.568032 1.687713 0.930267
O -1.345818 3.829630 1.022076
H -2.057184 4.410961 0.797010
H -0.581426 3.998417 0.427708
O -1.564776 0.977818 -2.066966
H -1.127869 1.776880 -2.371047
H -0.872328 0.489393 -1.576241
O -0.849739 -2.353668 1.970855
H -0.561041 -1.986703 1.103423
H -0.103442 -2.874197 2.303899
O 1.194876 -4.197160 1.528467
H 0.964964 -3.844518 0.662543
H 2.134364 -4.042004 1.480082
O -0.556071 3.247136 -2.969128
H 0.044743 2.725342 -3.550760
H -0.021158 3.508962 -2.184539
O 5.624317 -0.683921 -0.570392
H 4.668178 -0.690306 -0.225571
H 5.601405 -1.352805 -1.309882
O -2.170834 2.093460 5.336469
H -2.648016 1.328170 4.911433
H -1.314987 1.655450 5.306156
O -2.732530 -1.586077 -3.237867
H -2.877265 -0.614681 -3.092955
H -2.128546 -1.929930 -2.584910
O 0.473236 -3.631502 -1.386240
H -0.047132 -2.831362 -1.192181
H -0.176627 -4.321812 -1.505367
O -1.518002 0.241488 3.235392
H -1.095445 -0.639337 3.258061
H -0.799124 0.868239 3.231565
O -2.527214 0.070687 0.730537
H -1.963199 0.761395 0.434143
H -2.724872 0.370955 1.630441
O 1.783914 2.082972 5.582900
H 2.011495 2.152793 4.642308
H 1.429509 2.999277 5.642246
O 3.748374 -3.428429 0.583617
H 3.569089 -2.521996 0.831343
H 3.343636 -3.642325 -0.215986
O -1.419274 0.125736 -5.255157
H -1.421399 0.578859 -4.372339
H -1.643537 -0.810679 -5.032088
O 1.186996 1.361719 -3.980264
H 1.415120 0.925709 -3.201222
H 0.737347 0.739089 -4.571478
O 1.024642 3.450882 -0.666927
H 0.758024 2.497945 -0.576761
H 1.747560 3.548622 0.011715
O 0.107795 2.377042 2.975623
H -0.460427 2.914677 2.391734
H 0.985644 2.598061 2.568008

Atoms 1-6, force components in eV/Å:
0.19 0.05 0.01
0.53 1.25 -1.58
-0.71 0.06 0.97
0.21 -1.20 0.70
0.50 0.50 -1.30
-0.34 -0.59 0.88

***

Q: What is the formula in the second record?
A: H3PS4